C4H8NO2S | the ωB97M-V functional and the def2-TZVPD basis

structure (SMILES): OCO[C@H]1[NH2+]C=CS1
calculated total energy: -760.3036 a.u.
2S+1: 1
charge: +1
highest occupied orbital energy: -13.435 eV
largest force on an atom: 3.7 eV/Å

Each line ends with the natural charge from an NBO analysis.
CARTESIAN COORDINATES (ANGSTROEM)
O 1.57 2.26 0.88  -0.703
C 0.86 2.22 -0.29  0.226
O 0.54 0.88 -0.53  -0.559
C 0.00 0.08 0.44  0.156
N -1.31 -0.52 -0.11  -0.556
C -1.17 -2.00 -0.34  -0.136
C -0.01 -2.48 0.02  -0.332
S 1.15 -1.48 0.82  0.330
H 2.43 1.66 0.79  0.498
H 1.43 2.42 -1.31  0.189
H -0.08 2.76 -0.30  0.174
H -0.06 0.72 1.34  0.252
H -1.40 0.00 -0.99  0.461
H -2.11 -0.40 0.50  0.450
H -2.03 -2.64 -0.56  0.266
H 0.19 -3.48 -0.34  0.283